Computed, not measured: a 4-piece molecular cluster, C3H16NO3 overall, with ωB97M-V/def2-TZVPD.

Results
ΔE to the lowest compared entry with this formula, charge and spin in kJ/mol: 1.1
HOMO-LUMO gap (alpha / beta) in eV: 10.985 / 3.418
E_tot in Eh: -403.58861
Spin multiplicity: 2
HOMO level (alpha / beta) in eV: -18.596 / -18.593
Total charge: +2
LUMO level (alpha / beta) in eV: -7.61 / -15.18

Each line ends with the Mulliken spin population.
Atoms and positions in Å:
C1 -0.722266 1.629039 -1.991817  0.00
C2 -1.689308 0.491110 -1.703424  0.00
N1 -1.181050 -0.504651 -0.712326  0.00
C3 -2.047006 -1.645699 -0.278296  0.00
H1 -0.286158 1.659944 -2.987348  0.00
H2 -1.271057 2.570502 -1.973146  0.00
H3 0.073715 1.621040 -1.288758  0.00
H4 -2.585101 0.896823 -1.236523  0.00
H5 -2.096323 0.057996 -2.615259  0.00
H6 -0.839732 -0.005026 0.108495  0.00
H7 -0.356253 -0.898475 -1.177183  0.00
H8 -1.584027 -2.081584 0.606147  0.00
H9 -2.200803 -2.299976 -1.125262  0.00
H10 -2.954297 -1.254132 0.181958  0.00
H11 -0.188480 0.719486 2.845458  -0.02
H12 1.291205 0.655986 2.337220  -0.01
O1 0.363848 0.388176 2.098595  0.70
H13 2.515220 -0.919184 -2.114107  0.00
H14 1.897552 -1.507596 -0.897555  0.00
O2 1.713836 -0.850129 -1.579024  0.00
H15 2.376803 1.090480 4.063785  -0.01
H16 3.249770 -0.065832 3.874506  -0.01
O3 2.720920 0.550651 3.312678  0.35

Forces on the atoms, in the same order (eV/Å):
-0.6 0.2 -0.7
-1.7 1.1 0.0
0.8 -0.5 -0.9
-0.3 0.9 0.9
0.1 -0.7 0.0
0.1 0.0 0.5
0.8 0.3 0.7
-0.1 0.1 0.2
0.5 -0.8 0.1
-0.1 0.0 -0.3
0.4 0.0 0.2
0.5 -0.6 -0.5
-0.2 -0.2 0.2
-0.4 0.1 -0.8
-0.3 0.0 -0.1
0.6 0.1 -0.3
0.2 0.0 0.7
-0.2 0.3 -0.4
0.0 -0.1 0.0
0.0 -0.3 0.5
0.1 0.4 -0.4
0.1 -0.5 -0.9
-0.6 0.1 1.3